(1)
ORCA calculation (ωB97M-V/def2-TZVPD) on C4H4Cl4F18NO8P3S2V3 as an isolated structure.

## Properties
LUMO level (alpha / beta) in eV: -3.6371 / -3.6136
2S+1: 10
Calculated total energy in Eh: -9102.77444
Gap between HOMO and LUMO (alpha / beta) in eV: 6.466 / 7.746
⟨S²⟩: 24.77

Each line ends with the Mulliken spin population.
CARTESIAN COORDINATES (ANGSTROEM)
V1 6.34837 -3.40321 -31.35949  2.972
V2 9.70033 -4.06399 -32.40832  2.982
V3 8.18448 -6.20455 -29.92759  2.976
P1 7.55662 -5.45167 -32.30761  0.089
O1 8.07801 -4.50886 -31.07378  -0.264
O2 6.41889 -5.69959 -31.21718  0.033
O3 8.93213 -6.12183 -31.97343  0.029
O4 7.58672 -4.06778 -33.05735  0.038
P2 11.11592 -5.06925 -29.09593  0.003
F1 9.65724 -4.48057 -28.72119  0.006
F2 11.00445 -4.39121 -30.61382  0.028
F3 11.86885 -3.79429 -28.60121  0.000
F4 12.46632 -5.82123 -29.49733  0.001
F5 11.18245 -5.72502 -27.64132  0.001
F6 10.28890 -6.43050 -29.63762  0.021
P3 8.81578 -0.88943 -32.04719  0.001
F7 10.29793 -0.32460 -32.17136  0.001
F8 8.46741 0.06017 -30.85943  -0.001
F9 8.23664 0.06754 -33.12764  0.001
F10 7.28573 -1.59045 -31.91413  0.021
F11 9.22356 -1.98478 -33.26123  0.012
F12 9.29630 -2.06620 -31.01617  0.000
C1 4.29918 -5.00788 -28.35574  0.011
F13 3.92535 -5.38350 -27.14237  0.000
F14 4.45075 -6.07257 -29.14318  0.001
F15 3.38492 -4.20490 -28.87041  0.002
S1 5.94092 -4.12419 -28.14978  -0.016
O5 5.98927 -3.60046 -26.84340  0.001
O6 6.94438 -5.14568 -28.41947  0.021
N1 5.91262 -2.96233 -29.36102  -0.004
S2 5.31552 -1.52198 -28.83146  0.015
O7 5.15850 -0.73379 -30.01621  -0.001
O8 4.20612 -1.66560 -27.95266  0.000
C2 6.71784 -0.72609 -27.89465  0.003
F16 7.16469 0.29389 -28.61444  0.000
F17 6.24787 -0.29764 -26.72369  0.000
F18 7.71135 -1.60226 -27.69819  0.000
C3 3.61684 -7.50410 -32.60598  0.001
Cl1 2.75458 -8.21551 -31.23038  0.000
Cl2 2.60058 -7.00701 -33.93933  0.000
H1 4.11128 -6.63984 -32.17976  0.008
H2 4.35839 -8.22385 -32.92988  0.000
C4 8.14723 -2.54605 -36.18002  0.000
Cl3 6.96187 -1.51027 -36.94006  0.000
Cl4 8.73510 -3.81120 -37.28510  0.000
H3 9.00515 -1.98361 -35.84159  0.000
H4 7.66258 -3.08558 -35.37801  0.008

(2)
ORCA calculation (ωB97M-V/def2-TZVPD) on a single C6H8 molecule.

## Properties
LUMO level in eV: 1.0678
Calculated total energy in Eh: -233.33797
SMILES string: C=C/C=C\C=C
Gap between HOMO and LUMO in eV: 9.719
Relative energy (zero: lowest compared OMol25 entry of this formula, charge and spin) in eV: 1.334

Each line ends with the Mulliken charge.
CARTESIAN COORDINATES (ANGSTROEM)
C1 1.08738 -1.82894 -0.22612  -0.652
C2 0.08495 -1.06173 -0.64513  -0.419
C3 -0.51194 0.54176 1.57521  -0.692
C4 -0.90903 1.37197 0.60637  -0.158
C5 -0.21352 1.42094 -0.68665  -0.209
C6 0.26015 0.29202 -1.23036  -0.293
H1 2.10029 -1.43755 -0.14369  0.272
H2 0.92042 -2.85219 0.09234  0.276
H3 -0.94167 -1.43598 -0.60238  0.324
H4 0.45332 0.05242 1.52761  0.258
H5 -1.13195 0.30538 2.43160  0.270
H6 -1.81690 1.96108 0.73047  0.318
H7 -0.14694 2.36073 -1.23461  0.363
H8 0.76545 0.31008 -2.19467  0.344

(3)
ORCA calculation (ωB97M-V/def2-TZVPD) on a 6-piece molecular cluster, CH14N2O4 overall.

## Properties
LUMO level in eV: -5.4077
Calculated total energy in Eh: -456.63918
Gap between HOMO and LUMO in eV: 4.122
Relative energy (zero: lowest compared OMol25 entry of this formula, charge and spin) in eV: 9.267

Each line ends with the Mulliken charge.
CARTESIAN COORDINATES (ANGSTROEM)
N1 1.04812 0.70439 -1.61434  -0.220
C1 -0.34394 0.86575 -1.99761  -0.474
N2 -1.13419 0.13023 -1.07387  -0.252
H1 1.27872 1.24129 -0.76494  0.422
H2 1.28075 -0.31000 -1.43745  0.373
H3 -0.46634 0.66445 -3.05717  0.262
H4 -0.61416 1.91576 -1.94665  0.384
H5 -1.29992 0.70734 -0.23436  0.455
H6 -0.64481 -0.70726 -0.79858  0.345
H7 -2.04382 1.89477 1.99785  0.215
H8 -1.25422 -0.94141 3.35897  0.223
O1 -1.56405 1.56895 1.22424  -0.830
H9 -1.06749 -0.99712 2.64213  -0.256
H10 0.73134 -2.48018 -1.73349  0.194
O2 1.05017 -1.73159 -1.21918  -0.822
H11 0.95028 -1.72519 0.11238  0.387
H12 1.44935 -2.18134 1.63528  0.263
O3 0.73750 -1.71585 1.17967  -0.679
H13 -0.12558 1.30473 1.19267  0.356
H14 1.14765 0.51988 1.54114  0.351
O4 0.88464 1.27240 0.99332  -0.696